DFT (ωB97M-V with the def2-TZVPD basis set) results for a structure of composition C38H102CuN4O12 in a non-equilibrium geometry.

Each line ends with the Löwdin spin population.
CARTESIAN COORDINATES (ANGSTROEM)
C 14.008 18.761 16.710  0.00
H 9.636 16.262 14.927  0.00
C 8.363 9.974 10.547  0.00
C 16.329 15.791 10.103  0.00
H 8.043 9.013 10.293  0.00
H 16.218 17.940 9.874  0.00
H 15.601 12.714 15.585  0.00
H 13.394 9.701 8.779  0.00
H 6.576 17.812 8.267  0.00
H 8.777 20.497 11.055  0.00
C 9.848 20.708 11.234  0.00
O 13.066 17.525 11.884  0.06
H 6.578 10.380 14.657  0.00
H 8.376 17.001 13.961  0.00
C 12.194 9.998 14.255  0.00
H 13.027 18.260 13.930  0.00
H 8.850 14.701 18.859  0.00
H 13.952 12.117 16.048  0.00
C 13.143 20.543 8.879  0.00
H 14.454 18.197 15.903  0.00
H 9.987 12.052 9.850  0.00
O 14.356 17.072 9.538  0.00
N 10.500 18.323 10.949  0.06
C 10.280 11.037 9.532  0.00
H 15.678 17.878 7.299  0.00
C 15.774 17.015 9.351  0.00
H 10.908 19.906 17.387  0.00
H 12.368 14.560 7.693  0.00
O 9.745 10.093 10.459  0.00
H 17.116 16.854 7.824  0.00
H 12.518 20.391 17.977  0.00
C 9.380 15.245 18.064  0.00
H 13.082 14.389 10.799  0.00
C 14.013 21.040 10.032  0.00
H 9.620 8.269 13.092  0.00
O 14.170 12.766 14.069  0.00
O 9.541 15.776 11.392  0.07
H 9.266 14.661 9.656  0.00
C 11.053 16.212 7.904  0.00
H 11.920 9.190 8.050  0.00
H 11.110 14.285 6.600  0.00
C 14.007 20.528 7.618  0.00
H 7.821 10.672 9.857  0.00
H 12.691 16.384 9.126  0.00
H 9.901 11.178 13.311  0.00
C 13.636 17.679 13.161  0.00
H 10.357 20.951 10.310  0.00
H 9.510 13.232 16.101  0.00
C 11.891 19.575 17.628  0.00
H 9.328 12.723 17.833  0.00
H 12.684 16.949 6.824  0.00
H 9.985 16.367 8.064  0.00
H 13.972 15.391 11.844  0.00
C 13.554 14.374 11.775  0.00
O 7.713 17.441 11.513  0.00
H 9.704 16.201 18.532  0.00
H 14.769 19.815 7.929  0.00
C 9.801 10.540 14.247  0.00
C 10.603 14.377 17.564  0.00
H 9.861 19.813 13.870  0.00
H 14.880 19.462 13.039  0.00
H 15.612 18.062 14.005  0.00
H 7.946 16.784 8.643  0.00
H 12.494 19.664 15.521  0.00
H 14.793 20.244 10.371  0.00
H 10.701 8.828 15.187  0.00
H 4.939 18.305 9.848  0.00
Cu 11.231 16.694 11.721  0.73
H 10.888 14.084 8.399  0.00
H 15.712 14.860 10.018  0.00
H 11.932 13.243 12.495  0.00
C 10.784 9.442 14.253  0.00
H 11.881 15.600 13.955  0.00
C 7.539 10.906 14.605  0.00
H 10.753 12.233 16.931  0.00
H 12.409 10.474 13.256  0.00
C 15.043 18.339 13.150  0.00
C 9.763 19.049 13.149  0.00
H 11.182 14.091 18.435  0.00
C 6.788 17.372 10.432  0.00
H 13.073 12.241 10.318  0.00
H 8.373 16.688 11.421  0.00
H 10.827 9.042 12.287  0.00
H 13.410 19.996 6.893  0.00
N 12.436 11.512 10.600  0.00
H 7.951 12.843 10.813  0.00
H 12.927 9.188 14.348  0.00
C 11.624 17.134 6.862  0.00
N 11.574 15.145 13.110  0.05
O 12.540 19.311 9.025  0.00
H 13.769 16.737 13.668  0.00
C 11.768 11.033 9.390  0.00
H 13.428 21.291 10.943  0.00
H 11.657 15.932 17.010  0.00
C 12.581 14.046 12.851  0.00
H 7.260 14.367 11.341  0.00
H 8.348 13.577 12.411  0.00
C 10.054 13.053 17.018  0.00
H 11.469 17.904 15.271  0.00
O 11.872 17.720 16.124  0.00
H 6.443 16.309 10.348  0.00
H 9.867 21.537 11.958  0.00
H 11.617 19.611 12.024  0.00
H 14.988 11.187 14.980  0.00
H 14.069 17.159 10.495  0.00
H 12.255 13.178 14.835  0.00
C 12.323 9.639 8.948  0.00
H 7.989 10.110 11.580  0.00
C 8.178 13.783 11.376  0.00
C 9.424 14.549 10.792  0.01
C 11.301 14.693 7.605  0.00
H 14.595 19.675 16.828  0.00
H 13.212 18.650 9.143  0.00
H 14.409 13.694 11.713  0.00
H 11.495 18.211 7.002  0.00
H 9.897 11.139 15.165  0.00
H 13.457 14.508 14.778  0.00
H 12.250 10.709 15.066  0.00
H 7.765 11.367 15.518  0.00
O 10.287 17.860 13.741  0.00
H 8.748 15.486 17.231  0.00
C 7.347 17.649 9.015  0.00
H 14.352 21.456 7.336  0.00
H 7.919 18.595 9.061  0.00
O 11.379 15.062 16.641  0.00
H 7.383 11.756 13.900  0.00
H 11.151 16.800 5.908  0.00
H 9.854 10.936 8.528  0.00
H 17.400 15.478 9.877  0.00
H 16.452 16.018 11.141  0.00
H 10.322 13.893 10.924  0.00
H 11.102 18.684 10.225  0.00
C 12.527 18.969 16.394  0.00
H 15.598 16.009 7.429  0.00
H 5.055 18.144 11.577  0.00
C 13.092 13.629 14.230  0.00
H 13.036 10.779 10.931  0.00
H 10.696 14.724 13.347  0.00
H 9.528 18.181 10.688  0.00
H 14.210 18.274 17.731  0.00
H 11.832 18.773 18.427  0.00
H 8.971 17.917 15.379  0.00
C 9.237 17.237 14.586  0.00
C 16.031 16.947 7.851  0.00
H 6.064 19.371 10.731  0.00
H 8.716 18.936 12.837  0.00
H 11.920 11.745 8.572  0.00
H 12.332 21.244 8.801  0.00
H 15.501 18.025 12.225  0.00
C 14.674 12.204 15.259  0.00
H 12.156 8.842 9.741  0.00
O 11.684 16.500 9.180  0.00
N 10.606 8.551 13.091  0.00
C 10.506 19.439 11.881  0.00
H 14.643 21.857 9.729  0.00
C 5.650 18.323 10.692  0.00
O 8.521 9.949 14.272  0.00

Values from the calculation:
**Energy above the lowest of the compared OMol25 structures with the same formula, charge and spin**: 0.00 kJ/mol
**HOMO-LUMO gap (spin up / spin down)**: 8.79 / 9.14 eV
**Total energy**: -116227.5712 eV
**LUMO energy (spin up / spin down)**: 0.67 / 0.67 eV
**Spin multiplicity**: 2

***

DFT (ωB97M-V with the def2-TZVPD basis set) results for a cluster of 2 separate species, C2H11N2O in total in a non-equilibrium geometry.

Each line ends with the Löwdin spin population.
CARTESIAN COORDINATES (ANGSTROEM)
O -0.487 -0.797 3.013  0.12
H -1.253 0.386 1.201  0.09
H -1.177 -1.472 2.927  0.05
H -0.149 -0.009 -2.572  0.02
H 0.256 -0.170 0.890  0.03
H 2.294 -0.191 -1.122  0.01
H -1.428 1.377 -0.887  0.04
H 1.217 -1.425 -1.613  0.02
C -0.418 1.027 -0.671  0.12
H 0.098 1.864 -0.213  0.02
C 0.437 0.423 -1.777  0.06
H -0.127 -0.791 3.897  0.02
N -0.643 0.041 0.447  0.17
H 1.032 1.143 -2.341  0.00
H -1.035 -0.851 0.017  0.18
N 1.383 -0.554 -1.196  0.04

Values from the calculation:
**Energy above the lowest of the compared OMol25 structures with the same formula, charge and spin**: 35.45 kJ/mol
**HOMO-LUMO gap (spin up / spin down)**: 4.02 / 10.56 eV
**Total energy**: -7276.6482 eV
**LUMO energy (spin up / spin down)**: 1.01 / 0.70 eV
**Spin multiplicity**: 2

***

DFT (ωB97M-V with the def2-TZVPD basis set) results for a cluster of 3 separate species, C15H15BCl2F16N4O5 in total in a non-equilibrium geometry.

Each line ends with the natural charge from an NBO analysis.
CARTESIAN COORDINATES (ANGSTROEM)
C -1.684 0.941 -2.403  0.25
H -4.331 -4.332 0.103  0.23
H 7.011 4.234 0.764  0.14
H -0.327 1.789 -0.296  0.22
H 1.546 4.177 -0.799  0.17
C -1.820 3.071 -1.124  -0.18
C -1.203 2.319 0.022  -0.64
F 5.157 3.613 1.179  -0.32
F 4.550 2.796 -1.045  -0.32
C -2.482 2.182 -2.158  -0.24
O -2.558 -4.435 0.991  -0.51
F -0.311 -4.852 3.721  -0.32
H -2.556 3.728 -0.703  0.23
O -0.482 -4.010 -1.931  -0.93
C -1.001 -5.261 2.634  0.50
H -0.308 -5.673 1.896  0.16
B 0.380 -2.947 -1.878  1.32
C 5.324 5.201 -1.378  -0.14
C -0.275 -1.043 -2.795  0.59
F -5.879 -5.652 1.196  -0.32
C -3.964 -4.335 1.127  -0.14
H -4.260 -3.375 1.546  0.21
H -1.224 -3.756 -1.379  0.51
F 6.518 6.639 0.008  -0.33
C 3.541 3.601 -1.431  0.85
F 3.031 3.082 -2.566  -0.32
F -2.482 -3.420 2.973  -0.31
H -0.966 2.958 0.850  0.23
O 4.003 4.855 -1.736  -0.50
H 5.556 6.055 -2.009  0.23
O 1.146 -2.754 -0.792  -0.91
C -1.763 -4.074 2.047  0.85
H 6.033 4.425 -1.664  0.21
F -0.857 -3.191 1.558  -0.34
Cl -4.145 1.796 -1.670  -0.02
F -5.577 -6.460 3.767  -0.32
N -1.943 -0.089 -1.661  -0.15
N -0.036 -0.022 -3.568  -0.17
O 0.487 -2.070 -2.975  -0.64
F -3.836 -5.161 4.018  -0.32
Cl -0.541 4.068 -1.893  -0.05
C 6.036 4.630 1.063  0.52
C 2.418 3.648 -0.398  0.48
F 4.432 6.280 0.518  -0.31
F -1.855 -6.226 3.018  -0.31
F 6.166 5.207 2.283  -0.32
C -4.971 -5.340 3.308  0.52
H 0.597 -2.675 -0.012  0.51
H -5.641 -4.491 3.477  0.14
H -1.892 1.563 0.360  0.23
C -4.677 -5.506 1.818  0.59
H -2.561 2.714 -3.085  0.26
N -1.190 -1.154 -1.872  -0.28
C 5.552 5.680 0.063  0.59
F 2.825 4.271 0.730  -0.32
F 2.061 2.385 -0.059  -0.33
F -3.983 -6.642 1.599  -0.31
N -0.791 1.034 -3.355  -0.14

Values from the calculation:
**HOMO-LUMO gap**: 8.77 eV
**Total energy**: -101198.3408 eV
**LUMO energy**: -1.47 eV

***

DFT (ωB97M-V with the def2-TZVPD basis set) results for a cluster of 2 separate species, C25H47ClN5O2S2 in total in a non-equilibrium geometry.

Each line ends with the Löwdin charge.
CARTESIAN COORDINATES (ANGSTROEM)
H 1.305 -1.732 0.502  0.12
H 6.373 0.765 1.925  0.12
H -2.182 -4.447 4.013  0.14
H -2.546 0.997 -4.321  0.07
H 7.845 -2.639 4.935  0.13
H -1.876 -1.659 4.316  0.13
H -1.403 1.730 -1.579  0.14
H -5.313 2.132 -7.332  0.11
H 3.346 0.565 1.665  0.12
H 8.045 -0.230 5.509  0.09
S -3.073 2.914 -5.746  0.80
H -8.176 1.341 -6.238  0.07
N 5.041 -0.983 3.652  -0.23
C 5.207 0.541 3.730  -0.09
C 6.398 -1.701 3.700  -0.11
H -7.914 3.469 -4.864  0.12
C -0.098 -0.818 2.003  -0.17
H -3.418 2.243 -3.301  0.08
H 6.267 -2.643 3.164  0.13
H -0.391 -2.671 3.877  0.11
C 7.307 -0.877 5.989  -0.10
C -6.586 2.300 -3.467  -0.09
N -2.229 -1.434 -2.564  0.16
C 2.493 0.303 -1.867  -0.13
H -5.507 1.955 -3.355  0.05
C -1.280 -0.716 -2.622  -0.18
H -0.447 -1.647 -0.057  0.13
H -7.901 2.853 -7.273  0.09
C -4.628 3.925 -5.579  -0.98
H 5.003 -1.936 1.700  0.13
C -2.392 -4.147 1.774  -0.08
C 4.393 -1.223 2.256  -0.07
H 0.990 -1.327 -1.659  0.15
C -0.589 1.817 -2.395  -0.18
H 7.743 -1.252 6.917  0.09
H -3.942 -2.411 2.765  0.08
C 4.345 0.130 1.565  -0.15
H -1.288 3.719 -3.320  0.13
C 5.364 0.978 2.290  -0.15
H 3.115 -1.016 4.549  0.11
H -6.954 2.678 -2.438  0.09
H 6.244 -2.709 5.613  0.11
H -3.051 -5.095 1.769  0.09
C 0.383 -1.052 0.465  -0.17
N -5.982 3.400 -5.763  -0.23
H -0.470 2.652 -4.562  0.09
C -6.818 3.478 -4.533  -0.25
C -7.487 1.808 -7.015  -0.09
O -3.766 -3.048 3.487  -0.10
N -1.346 -1.610 2.183  -0.10
C -1.406 -2.322 3.492  -0.18
C -0.060 0.339 -2.713  -0.63
C 1.003 -0.176 -1.591  -0.32
H 6.065 0.796 4.348  0.12
H -7.455 1.226 -8.008  0.08
H 0.234 2.475 -1.923  0.14
H -1.316 -4.399 1.497  0.08
O 0.590 0.195 -0.253  -0.15
H 4.019 -2.559 4.639  0.12
H 6.439 -0.274 6.264  0.06
C -2.413 -3.588 3.303  -0.34
H -5.607 1.200 -5.783  0.11
H 0.743 -1.101 2.727  0.10
H 7.111 -1.091 3.139  0.14
C -6.012 2.059 -6.414  -0.28
H 4.556 0.046 0.496  0.11
C 4.092 -1.473 4.718  0.02
C 6.936 -2.046 5.087  -0.23
C -1.159 2.620 -3.656  -0.26
H -2.876 -3.408 1.054  0.08
H 5.179 2.046 2.161  0.13
S -4.414 5.568 -5.231  0.61
Cl 0.783 0.186 -4.344  0.70
H 3.395 -1.642 2.394  0.11
H 4.464 -1.174 5.696  0.10
H -6.685 4.469 -3.957  0.10
H -2.191 -1.053 1.999  0.13
N 3.664 0.564 -2.048  0.14
C -2.628 2.133 -4.118  -0.48
H -0.251 0.315 2.116  0.13
H 4.294 0.954 4.167  0.14
H -7.281 1.410 -3.712  0.08

Values from the calculation:
**HOMO-LUMO gap**: 6.95 eV
**Charge**: +1
**Total energy**: -72412.9200 eV
**LUMO energy**: -2.51 eV

***

The highest total energy belongs to which entry?
C2H11N2O